# CH14NO4

A cluster of 5 separate species, CH14NO4 in total at a distorted geometry (wB97M-V/def2-TZVPD, OMol25).

Geometry as XYZ:
```
20
Properties=species:S:1:pos:R:3:forces:R:3:lowdin_charge:R:1
C 0.9088 -1.0104 -2.4180 -1.876 2.007 1.662 0.05
N -0.5146 -1.0403 -1.7064 3.928 1.109 -0.349 0.15
H 0.5930 -0.4940 -3.3252 1.175 -0.704 -0.417 0.10
H 1.3893 -1.9523 -2.3791 -0.046 -1.073 -0.752 0.08
H 1.5487 -0.3512 -1.7865 -0.718 -0.165 -0.576 0.11
H -0.8890 -0.1298 -1.9345 -1.191 0.293 -0.045 0.10
H -1.0059 -1.8716 -1.8248 -1.504 -1.385 -1.158 0.13
H -0.3368 -1.0230 -0.7159 0.117 0.123 1.337 0.04
H -1.4329 2.9641 2.3910 0.330 0.250 0.524 0.05
H -2.4960 2.4755 1.4576 -0.106 -0.040 -0.126 0.05
O -1.5489 2.6362 1.5046 -0.218 -0.279 -0.428 -0.04
H 2.5077 -1.8812 1.6950 -0.064 0.828 0.778 0.07
H 3.1505 -0.9956 2.8033 -1.278 -0.057 -0.624 0.09
O 2.3070 -1.1211 2.2937 1.324 -0.884 -0.253 -0.08
H 0.5485 -1.0382 1.5305 0.189 0.347 -0.130 0.03
H -0.6781 -1.9131 1.4488 0.173 0.552 -0.635 0.10
O -0.1735 -1.2601 0.9164 -0.240 -0.821 1.245 -0.05
H -0.7452 1.6535 -0.1677 -0.424 0.593 -0.666 0.03
H -1.3570 2.5180 -1.3695 0.619 -0.949 0.613 0.08
O -0.9156 1.6679 -1.1360 -0.193 0.256 0.000 -0.08
```
Forces are in eV/Å.

The calculation puts the HOMO-LUMO gap at 12.04 eV. The HOMO energy comes out at -14.93 eV. For the energy above the lowest of the compared OMol25 structures with the same formula, charge and spin, the calculation gives 1.119 eV. As for the total energy: -401.9728 a.u. Its charge is +1. As for the lowest unoccupied orbital energy: -2.9 eV. The largest force on an atom is 4.10 eV/A.